103
Properties=species:S:1:pos:R:3 method="wB97M-V/def2-TZVPD" orbital_gap_ev=7.43 total_energy_ev=-63205.257 spin_multiplicity=1 largest_force_ev_per_a=10.2 de_lowest_kj_mol=246.35
H -9.05500 -9.86600 8.61800
H -11.04900 -8.48000 6.87200
H -8.91100 -8.92500 3.72200
H -7.33100 -9.21700 7.31400
C -9.05700 -4.96300 4.29200
H -9.57200 -6.21700 11.75900
H -6.36000 -10.05100 10.47900
H -12.39300 -8.69400 10.70200
O -6.09700 -4.64500 7.82400
H -13.31600 -5.67300 10.47200
H -7.62700 -5.51400 5.66900
O -12.21700 -7.76400 4.59600
H -7.52300 -11.58700 8.75000
H -10.78100 -3.26600 5.23200
O -7.99000 -3.34400 9.64300
C -12.32400 -5.43800 10.70700
C -9.28900 -10.90400 8.39000
H -6.88900 -7.45600 6.17400
N -13.18800 -9.61900 6.81900
O -8.39700 -11.67500 9.13700
N -9.41300 -2.85700 7.19900
H -9.61400 -5.74400 6.87900
H -6.82000 -8.00300 4.14800
H -14.14000 -9.92600 6.82200
H -11.15100 -7.77200 12.71200
H -9.83300 -2.46000 9.93700
H -6.49100 -2.56200 7.25800
O -11.53300 -2.95800 8.43800
H -9.65800 -4.19700 10.21200
H -4.93100 -3.08800 7.79700
C -13.76700 -5.09000 7.72100
H -10.98300 -9.56900 10.20300
H -13.79200 -4.02300 8.03400
N -8.49200 -4.98200 5.48800
H -8.93800 -5.04600 12.79100
H -14.66200 -6.59400 8.51500
O -11.41600 -9.80100 12.85500
H -7.57900 -6.22600 3.69200
H -11.67000 -6.05600 5.69300
N -7.28900 -9.18800 6.24100
H -11.90700 -6.10400 11.44400
H -6.06600 -4.60900 8.76400
C -10.69900 -2.90100 7.25200
O -14.84300 -5.67300 8.43300
C -12.88500 -8.67900 7.69800
H -12.51500 -10.01600 6.21700
O -13.88300 -8.25900 8.65100
C -5.78700 -3.42600 7.20800
H -12.80600 -5.45700 7.95900
C -8.30800 -9.01100 5.52200
H -6.57000 -8.23500 10.95300
O -6.75900 -8.79200 8.98700
O -4.66300 -5.49200 4.78600
H -8.90700 -3.13600 8.10000
H -8.85900 -7.62400 8.36200
H -8.92200 -3.01900 11.43700
C -9.00500 -6.54200 8.49000
O -9.47400 -8.62400 5.99700
O -12.20100 -4.13300 11.17200
H -6.50000 -9.80900 5.93600
H -11.41600 -9.69800 13.78900
H -9.00200 -2.18100 6.57300
H -9.15200 -6.42300 9.55800
H -11.99700 -5.72700 3.95400
H -12.24100 -3.55300 10.40100
H -8.79000 -4.25200 6.13900
O -10.14300 -4.17500 4.01800
H -5.55700 -3.65700 6.22300
H -13.98600 -5.05800 6.66400
N -11.73500 -8.20700 7.54500
H -11.83900 -5.59300 9.75000
N -8.49800 -5.80500 3.47800
H -7.91700 -9.31800 10.59300
C -8.88000 -6.09700 12.59100
C -12.28500 -6.33700 4.86500
H -13.34300 -6.05900 4.97500
H -8.07100 -6.04000 8.19900
H -8.83200 -5.61400 2.51800
H -9.74100 -8.70500 12.17400
H -11.48400 -7.46000 8.19900
N -6.10500 -7.26400 4.06300
C -5.65500 -6.44600 4.96000
H -6.96400 -6.46800 13.10300
H -7.27500 -2.98800 10.14100
N -8.09900 -9.29500 4.28700
C -6.90600 -9.11300 10.30700
H -12.53800 -8.19400 5.39800
H -5.51200 -7.24500 3.20600
C -10.83900 -8.64500 12.15300
H -9.26300 -6.67300 13.44600
H -10.98900 -7.82900 10.25800
C -11.31800 -8.70800 10.74200
H -5.84400 -8.57300 8.89100
O -7.51300 -6.39100 12.30300
H -7.46800 -10.02400 3.90300
H -9.12500 -11.18900 7.33900
H -12.31900 -2.68200 5.96100
H -10.25600 -11.04900 8.71400
N -6.36800 -6.53400 6.03500
O -10.00200 -6.00800 7.67900
C -9.18300 -3.21300 10.36900
N -11.27600 -2.87100 6.05700
H -6.19800 -5.87400 6.81900

103
Properties=species:S:1:pos:R:3 method="wB97M-V/def2-TZVPD" total_charge=+2 orbital_gap_ev="5.89 / 5.86" total_energy_ev=-354993.461 spin_multiplicity=1 largest_force_ev_per_a=2.4 de_lowest_kj_mol=430.62
H 1.64969 -7.76862 -1.84175
H 8.54438 2.85775 -2.60461
H -1.36634 5.00618 -2.05269
P -1.69977 0.85456 0.53976
P -1.21778 -3.04108 -0.40182
H 4.94897 4.75605 0.25926
C 4.75989 2.30944 -2.11634
C -3.46064 0.62422 0.23454
H -5.18485 -3.63104 -4.39378
H -4.33257 -5.65221 -3.23867
C 1.32949 5.93352 -0.30667
C 6.58982 3.71484 -2.78707
H 6.95453 4.65385 -3.18098
C -1.50034 5.41663 0.04882
H 0.73491 3.95157 0.25073
H 0.16012 -3.89558 -2.85765
H -4.23722 -4.08461 3.36454
C 1.11588 -6.87110 -1.56260
H 0.31265 6.27295 -0.45362
Se 4.09553 -4.54701 -2.67814
H 1.36304 -5.92587 -3.47553
Se 5.92460 -2.46866 0.19338
H 2.90401 1.33316 -2.64978
H -2.46773 -3.80124 5.06809
O 1.32450 1.23319 -0.41250
H -6.45856 1.70273 1.40987
H 5.30797 0.32684 -1.44418
H 7.71062 0.69911 -1.73724
C -4.02342 -4.66963 -2.91400
H -3.33931 -0.37390 2.70597
H 2.63514 2.52334 1.65345
C -2.04935 -0.44379 4.40861
H 0.34716 -2.80142 2.01151
H -1.60271 3.08742 2.49922
H 4.24973 2.69945 0.98433
C -0.28279 -4.55672 -0.84157
C -4.50849 -3.53492 -3.55713
C -1.65476 -3.25960 1.33861
C -0.96088 -3.27411 3.63866
Y 0.12857 -0.55199 -1.02550
H -5.65026 -1.25567 -1.56290
C -2.69308 -3.28351 -1.44378
H -1.39478 2.56897 -1.76178
C 3.93228 5.08519 0.09531
C -2.94512 -3.61112 1.72537
H -0.56028 -5.54006 1.05645
C -1.50858 2.66017 0.39257
C 7.48454 2.70322 -2.46655
Sb 3.98062 -3.54034 -0.42125
H 1.14771 0.66012 4.50725
O -2.94263 -0.90242 -1.51922
C -4.39501 1.34907 0.97888
C -5.74890 1.13820 0.82544
C 0.96245 -5.83387 -2.47471
C 2.38359 6.81502 -0.50239
C 3.68890 6.39067 -0.29724
H -0.56520 -0.38422 5.95166
C -0.13238 -5.60438 0.06656
Se 3.20011 -5.03956 1.38514
C -0.12716 0.73250 2.79207
H 0.62076 1.20635 2.16070
H 4.53502 4.31521 -2.84675
H 2.70453 3.01909 -2.09575
C -5.27618 -0.52707 -0.86169
C -1.56073 4.87826 1.32561
C -1.42581 3.21033 -0.88445
H -0.18451 -3.14749 4.38010
H -7.23590 -0.01159 -0.20813
C -2.35502 -0.14048 3.09013
H -4.04967 2.07830 1.69997
H -2.66784 -5.43509 -1.45920
C 7.01523 1.49263 -1.97782
C -0.66560 -3.07238 2.30342
C 5.65425 1.28840 -1.80816
C 3.27709 2.10193 -1.96196
H 0.65930 -7.56898 0.41114
H -1.51322 6.48887 -0.08444
C -2.24376 -3.64076 4.02361
C -3.91781 -0.28419 -0.71470
C -3.10212 -4.54259 -1.89058
C -3.27548 -2.16914 -2.04079
H 4.51405 7.07392 -0.43824
S 2.89605 1.42854 -0.34764
H -4.49549 -1.38048 -3.61181
C -6.17982 0.18128 -0.08575
C -4.13178 -2.27392 -3.12420
C -1.56449 3.50128 1.49935
C 2.87566 4.20112 0.29148
H -2.79808 -0.90435 5.03735
H 2.18412 7.83248 -0.80345
C 0.16833 0.43214 4.10960
C 0.56440 -6.75573 -0.29448
C -1.42388 4.58210 -1.06002
C -3.23753 -3.80094 3.06852
C 0.27384 -4.68585 -2.11305
H -1.61035 5.53185 2.18473
C 3.18651 2.81597 0.75462
Se 2.04680 -1.93825 -0.70779
C 5.22938 3.52222 -2.60398
H -3.72475 -3.75483 0.98720
C -0.79513 -0.15358 4.92172
C -1.39835 0.46349 2.27950
C 1.56744 4.63025 0.09362

66
Properties=species:S:1:pos:R:3 method="wB97M-V/def2-TZVPD" total_charge=-1 s2=1.2355 orbital_gap_ev="6.45 / 7.23" total_energy_ev=-142255.806 spin_multiplicity=2 largest_force_ev_per_a=1.6 de_lowest_kj_mol=0.00
C 2.21666 -2.09338 1.22235
Fe -0.31308 -0.26871 -0.49412
C 2.18957 -2.27229 -1.53513
H -5.57625 -0.06690 0.78309
F -0.36763 -0.53092 -2.49910
F 1.59150 0.39590 -3.26091
N 3.49294 -2.80008 1.09015
O -0.88011 1.44617 -0.54105
H 2.18271 -1.79416 -2.50899
C -1.49370 3.30191 0.80963
H 4.50442 -1.44574 -2.32546
F -0.28694 0.40371 -4.60711
C 3.50732 -3.67754 -0.07720
C -3.19835 1.95176 -0.40195
H -1.01947 3.84297 -4.94028
S -4.47075 2.60267 -1.35134
C 3.49043 -0.13253 -0.31731
H -2.98924 0.38092 1.04613
C -2.25750 -3.95957 3.26979
S -1.38734 -2.19349 -0.24033
P 1.85877 -0.99801 -0.22294
N 3.46495 -2.96017 -1.34063
S -2.70321 4.21440 1.61877
H -1.89833 -3.20685 5.25507
C -5.03435 0.68869 0.23187
H 1.39901 -2.81306 1.30854
C -1.76906 2.48947 -0.45841
C -1.03677 -1.60872 2.38492
H -1.92573 5.40839 3.59656
H -1.21565 1.89373 -3.18916
H 4.57260 -1.16794 1.82022
C -3.64402 0.93371 0.38652
H 2.22226 -1.49702 2.13529
H 3.52720 0.43644 -1.24805
H -6.64030 1.55665 -0.99811
N 4.60374 -1.08399 -0.26867
H -1.33951 6.19287 -3.78607
B 0.46600 -0.31241 -3.70393
H 5.50699 -2.58313 -1.39463
C -1.59425 3.38097 -1.68804
C 4.57198 -2.01711 -1.39869
S -1.67637 5.09791 -1.63770
H -2.73107 -4.87224 3.60908
H 4.43255 -4.25971 -0.04914
C -2.12168 -3.71156 1.91586
C -1.17433 -1.86677 3.75339
H 0.58007 2.87531 1.10699
C -5.61164 1.52461 -0.67659
S -0.31771 -0.11938 1.82389
F 0.82498 -1.55743 -4.19432
C -1.78398 -3.02687 4.19327
C -1.38088 5.22249 -3.31760
C -0.29743 3.40434 1.44865
H -2.49174 -4.41518 1.17975
H 3.58051 0.56857 0.51570
C -1.21516 3.99744 -3.88877
H 0.49829 4.45921 3.22740
C -1.59540 4.75691 2.80351
H 5.53619 -2.42471 1.01692
H -0.80572 -1.13269 4.46030
C -1.33522 2.93866 -2.94864
H 2.65790 -4.36028 -0.02003
C 4.60316 -1.85768 0.97413
C -0.35114 4.24519 2.59392
H 1.36788 -2.99089 -1.51997
C -1.51961 -2.53283 1.46869